Entry 1:
# C3H5FO2S

A cluster of 2 separate species, C3H5FO2S in total at a distorted geometry (the ωB97M-V functional and the def2-TZVPD basis, the Open Molecules 2025 dataset).

The calculation puts the frontier orbital gap at 8.52 eV. The HOMO energy is -9.85 eV. Its charge is 0. For the relative energy (zero: lowest compared OMol25 entry of this formula, charge and spin), the calculation gives 135.68 kJ/mol.

Last columns: bonded neighbours and bond lengths (Å).
Positions of all 12 atoms, in Å:
1 S 4.50 0.16 0.06  O3 1.454, O4 1.452
2 F 1.13 1.23 -0.58  C6 1.328
3 O 4.41 -0.81 1.14  S1 1.454
4 O 4.46 -0.39 -1.28  S1 1.452
5 C 1.13 -1.08 -0.88  C6 1.535, H9 1.061, H11 1.058, H12 1.116
6 C 0.61 0.12 -0.08  F2 1.328, C5 1.535, C7 1.318
7 C -0.21 0.14 0.95  C6 1.318, H8 1.060, H10 1.101
8 H -0.59 -0.78 1.31  C7 1.060
9 H 0.59 -1.95 -0.58  C5 1.061
10 H -0.54 0.94 1.64  C7 1.101
11 H 2.12 -1.38 -0.64  C5 1.058
12 H 0.71 -1.18 -1.91  C5 1.116

***

Entry 2:
# C2H10NOSi

The ion C2H10NOSi with charge +1 (the ωB97M-V functional and the def2-TZVPD basis, the Open Molecules 2025 dataset).

The calculation puts the frontier orbital gap at 11.48 eV. The HOMO energy is -14.97 eV. Its charge is +1. For the relative energy (zero: lowest compared OMol25 entry of this formula, charge and spin), the calculation gives 26.92 kJ/mol.

Last columns: bonded neighbours and bond lengths (Å).
Positions of all 15 atoms, in Å:
1 Si -1.50 -1.63 1.03  O2 1.675, H9 1.453, H10 1.458, H15 1.456
2 O -0.48 -0.44 0.43  Si1 1.675, C4 1.400
3 N 1.30 1.28 0.36  C5 1.486, H6 1.068, H7 1.023, H12 1.025
4 C -0.04 -0.27 -0.89  O2 1.400, C5 1.539, H13 1.096, H14 1.091
5 C 0.61 1.12 -0.95  N3 1.486, C4 1.539, H8 1.088, H11 1.090
6 H 0.67 0.68 0.97  N3 1.068
7 H 1.35 2.25 0.69  N3 1.023
8 H 1.29 1.21 -1.79  C5 1.088
9 H -1.49 -1.11 2.39  Si1 1.453
10 H -0.83 -2.91 0.84  Si1 1.458
11 H -0.17 1.88 -1.02  C5 1.090
12 H 2.24 0.87 0.35  N3 1.025
13 H 0.69 -1.05 -1.14  C4 1.096
14 H -0.87 -0.34 -1.59  C4 1.091
15 H -2.76 -1.54 0.31  Si1 1.456

***

Entry 3:
# C6H10

A cluster of 2 separate species, C6H10 in total (the ωB97M-V functional and the def2-TZVPD basis, the Open Molecules 2025 dataset).

The calculation puts the frontier orbital gap at 7.81 eV. The HOMO energy is -7.92 eV. Its charge is 0. For the relative energy (zero: lowest compared OMol25 entry of this formula, charge and spin), the calculation gives 376.54 kJ/mol.

Last columns: bonded neighbours and bond lengths (Å).
Positions of all 16 atoms, in Å:
1 C 0.03 1.08 0.34  C2 1.361, C4 1.443, H12 1.089
2 C 0.84 0.01 0.15  C1 1.361, C5 1.498, C6 1.492
3 C -1.38 -0.76 0.45  C4 1.503, C5 1.540, H7 1.101, H14 1.097
4 C -1.35 0.74 0.63  C1 1.443, C3 1.503
5 C 0.06 -1.27 0.23  C2 1.498, C3 1.540, H13 1.098, H15 1.098
6 C 2.31 0.03 -0.09  C2 1.492, H9 1.096, H10 1.093, H16 1.095
7 H -2.01 -0.92 -0.44  C3 1.101
8 H -2.99 2.08 -1.76  H11 0.745
9 H 2.83 -0.40 0.77  C6 1.096
10 H 2.68 1.05 -0.25  C6 1.093
11 H -2.78 1.90 -1.07  H8 0.745
12 H 0.39 2.11 0.31  C1 1.089
13 H 0.42 -1.89 1.06  C5 1.098
14 H -1.91 -1.25 1.27  C3 1.097
15 H 0.20 -1.87 -0.68  C5 1.098
16 H 2.58 -0.59 -0.96  C6 1.095

***

Entry 4:
# C4H6O2

An isolated molecule of C4H6O2 at a distorted geometry (the ωB97M-V functional and the def2-TZVPD basis, the Open Molecules 2025 dataset).

The calculation puts the frontier orbital gap at 10.09 eV. The HOMO energy is -10.32 eV. Its charge is 0. For the relative energy (zero: lowest compared OMol25 entry of this formula, charge and spin), the calculation gives 372.77 kJ/mol.

Last columns: bonded neighbours and bond lengths (Å).
Positions of all 12 atoms, in Å:
1 O 1.98 -0.40 0.72  C4 1.273
2 O 0.96 1.29 -0.48  C4 1.415, H12 1.021
3 C -2.10 0.52 0.37  C5 1.569, H7 1.295, H10 1.190, H11 1.298
4 C 1.03 -0.06 -0.06  O1 1.273, O2 1.415, C6 1.527
5 C -1.34 -0.81 0.03  C3 1.569, C6 1.390, H8 1.076
6 C -0.11 -0.92 -0.60  C4 1.527, C5 1.390, H9 1.137
7 H -3.24 0.60 0.98  C3 1.295
8 H -1.91 -1.60 -0.43  C5 1.076
9 H 0.27 -1.95 -0.91  C6 1.137
10 H -2.21 1.26 -0.56  C3 1.190
11 H -1.28 1.12 1.18  C3 1.298
12 H -0.03 1.07 -0.63  O2 1.021

***

Entry 5:
# C4H5IO

A cluster of 2 separate species, C4H5IO in total at a distorted geometry (the ωB97M-V functional and the def2-TZVPD basis, the Open Molecules 2025 dataset).

The calculation puts the frontier orbital gap at 8.89 eV. The HOMO energy is -8.80 eV. Its charge is 0. For the relative energy (zero: lowest compared OMol25 entry of this formula, charge and spin), the calculation gives 287.05 kJ/mol.

Last columns: bonded neighbours and bond lengths (Å).
Positions of all 11 atoms, in Å:
1 I 3.07 -0.07 -0.35  C6 2.196
2 O 0.19 1.72 -0.34  C3 1.215
3 C -0.87 2.25 -0.09  O2 1.215, H8 1.110, H11 1.069
4 C 0.33 -1.24 0.09  C5 1.297, C6 1.265
5 C -0.35 -2.27 -0.30  C4 1.297, H9 1.090, H10 1.128
6 C 1.08 -0.32 0.54  I1 2.196, C4 1.265, H7 1.098
7 H 0.82 0.54 1.17  C6 1.098
8 H -1.89 1.81 -0.19  C3 1.110
9 H -1.10 -2.27 -1.09  C5 1.090
10 H -0.26 -3.31 0.13  C5 1.128
11 H -1.03 3.16 0.44  C3 1.069

***

Entry 6:
# C18H45BrClN6O5P

A cluster of 6 separate species, C18H45BrClN6O5P in total at a distorted geometry (the ωB97M-V functional and the def2-TZVPD basis, the Open Molecules 2025 dataset).

The calculation puts the frontier orbital gap at 9.22 eV. The HOMO energy is -8.98 eV. Its charge is 0.

Last columns: bonded neighbours and bond lengths (Å).
Positions of all 77 atoms, in Å:
1 Br 5.29 -1.32 3.96  P3 2.295
2 Cl 5.76 1.84 0.87  P3 2.159
3 P 5.57 0.22 2.28  Br1 2.295, Cl2 2.159, N10 1.783, H40 1.441, H48 1.461
4 O -5.62 -0.51 -6.23  C30 1.230
5 O 0.89 -1.69 0.03  C29 1.230
6 O -0.43 1.66 -3.17  C28 1.230
7 O -1.29 1.59 4.49  C23 1.230
8 O -3.71 -4.30 2.24  C27 1.230
9 N -4.44 0.63 -4.69  C21 1.444, C30 1.364, H51 1.013
10 N 3.97 -0.09 1.58  P3 1.783, C22 1.513, H53 1.059
11 N -0.42 -0.37 1.29  C17 1.444, C29 1.364, H74 1.013
12 N -1.71 -4.03 1.27  C25 1.444, C27 1.364, H64 1.013
13 N 1.71 1.40 -3.79  C24 1.444, C28 1.364, H75 1.013
14 N -1.31 3.83 4.33  C15 1.444, C23 1.364, H38 1.013
15 C -1.50 5.19 4.77  N14 1.444, H43 1.093, H45 1.093, H71 1.090
16 C 5.25 -0.92 -1.43  C32 1.646, H33 1.193, H41 1.180, H44 1.194
17 C -1.41 0.65 1.56  N11 1.444, H37 1.093, H60 1.093, H72 1.090
18 C 0.64 3.60 -4.07  C28 1.503, H52 1.094, H58 1.093, H61 1.093
19 C -4.96 -1.74 -4.28  C30 1.503, H67 1.093, H69 1.094, H77 1.093
20 C -1.98 2.78 6.45  C23 1.503, H34 1.093, H50 1.094, H56 1.093
21 C -3.72 0.83 -3.45  N9 1.444, H59 1.093, H66 1.090, H70 1.093
22 C 3.86 -1.44 0.90  N10 1.513, C32 1.640, H54 1.171, H62 1.194
23 C -1.50 2.68 5.03  O7 1.230, N14 1.364, C20 1.503
24 C 2.99 1.80 -4.32  N13 1.444, H42 1.090, H46 1.093, H55 1.093
25 C -0.31 -4.30 1.01  N12 1.444, H35 1.093, H49 1.090, H63 1.093
26 C -0.56 -0.20 -1.16  C29 1.503, H36 1.093, H47 1.093, H57 1.094
27 C -2.54 -4.66 2.14  O8 1.230, N12 1.364, C31 1.503
28 C 0.58 2.16 -3.64  O6 1.230, N13 1.364, C18 1.503
29 C 0.03 -0.81 0.08  O5 1.230, N11 1.364, C26 1.503
30 C -5.04 -0.51 -5.14  O4 1.230, N9 1.364, C19 1.503
31 C -1.99 -5.79 2.96  C27 1.503, H39 1.093, H68 1.094, H76 1.093
32 C 3.84 -1.40 -0.74  C16 1.646, C22 1.640, H65 1.194, H73 1.194
33 H 6.22 -1.40 -0.92  C16 1.193
34 H -1.25 3.33 7.05  C20 1.093
35 H 0.25 -3.39 1.22  C25 1.093
36 H -0.35 0.87 -1.19  C26 1.093
37 H -0.93 1.43 2.15  C17 1.093
38 H -0.99 3.67 3.38  N14 1.013
39 H -1.17 -5.43 3.59  C31 1.093
40 H 6.71 -0.48 1.74  P3 1.441
41 H 5.30 0.26 -1.46  C16 1.180
42 H 3.01 2.85 -4.62  C24 1.090
43 H -2.24 5.66 4.11  C15 1.093
44 H 5.30 -1.27 -2.57  C16 1.194
45 H -0.55 5.72 4.68  C15 1.093
46 H 3.74 1.62 -3.55  C24 1.093
47 H -1.64 -0.38 -1.20  C26 1.093
48 H 5.85 1.20 3.33  P3 1.461
49 H 0.07 -5.12 1.61  C25 1.090
50 H -2.09 1.78 6.87  C20 1.094
51 H -4.54 1.41 -5.32  N9 1.013
52 H -0.33 4.07 -3.88  C18 1.094
53 H 3.67 0.69 0.93  N10 1.059
54 H 4.68 -2.22 1.22  C22 1.171
55 H 3.21 1.16 -5.18  C24 1.093
56 H -2.96 3.27 6.48  C20 1.093
57 H -0.11 -0.66 -2.05  C26 1.094
58 H 0.86 3.67 -5.13  C18 1.093
59 H -2.71 1.15 -3.70  C21 1.093
60 H -2.21 0.19 2.15  C17 1.093
61 H 1.40 4.13 -3.48  C18 1.093
62 H 2.82 -1.91 1.24  C22 1.194
63 H -0.21 -4.54 -0.05  C25 1.093
64 H -2.16 -3.28 0.75  N12 1.013
65 H 2.91 -0.81 -1.19  C32 1.194
66 H -3.67 -0.08 -2.84  C21 1.090
67 H -3.92 -2.04 -4.14  C19 1.093
68 H -2.77 -6.19 3.61  C31 1.094
69 H -5.49 -2.57 -4.78  C19 1.094
70 H -4.22 1.62 -2.89  C21 1.093
71 H -1.85 5.25 5.81  C15 1.090
72 H -1.82 1.08 0.65  C17 1.090
73 H 3.67 -2.53 -1.09  C32 1.194
74 H 0.03 -0.83 2.07  N11 1.013
75 H 1.59 0.44 -3.49  N13 1.013
76 H -1.63 -6.59 2.31  C31 1.093
77 H -5.45 -1.56 -3.32  C19 1.093

***

What is the frontier orbital gap in the fifth record? 8.89 eV